No. 1
Molecular formula: C39H51Br3HfN6O8
Method: DFT, ωB97M-V/def2-TZVPD

## Properties
net charge = +3
⟨S²⟩ = 0.762
HOMO-LUMO gap = 1.66 eV
HOMO = -12.4 eV
2S+1 = 2
strongest force on any atom = 9.214 eV/Å
LUMO = -10.75 eV

Geometry as XYZ:
```
108
Properties=species:S:1:pos:R:3:forces:R:3:lowdin_charge:R:1
Hf 1.1296 3.9828 -0.8602 -2.3 -8.1 3.8 2.11
C 0.5307 0.7011 1.8884 0.8 2.1 0.0 0.01
C 1.7126 1.3724 2.7420 -1.2 -1.0 1.3 -0.38
C 2.4915 0.1880 3.3209 -1.1 -1.0 -0.4 -0.18
C 3.7792 0.5237 3.9276 1.0 0.3 2.1 -0.19
C 4.6887 1.3461 3.0904 -0.3 0.7 -0.8 -0.12
C 3.9598 2.6712 2.5988 3.1 -2.1 -1.7 -0.49
N 2.6716 2.2697 2.0215 -3.2 2.8 -1.3 0.00
O 1.9555 3.3725 1.3988 0.7 -1.4 -1.2 -0.24
C 4.9374 3.1036 1.4738 -0.3 0.4 -0.7 -0.03
C 4.0810 3.6826 3.6788 -1.9 1.1 1.4 -0.02
C 1.0589 2.0412 4.0583 0.0 1.3 -1.0 0.00
H 0.0450 1.4481 1.2604 -0.1 0.2 -0.1 0.04
H -0.2411 0.3867 2.5910 0.3 -0.5 -0.1 0.09
H 0.8576 -0.0704 1.1913 0.1 -0.2 0.4 0.08
H 2.5832 -0.6951 2.6887 -0.1 0.3 -0.8 0.10
H 1.8420 -0.1900 4.1104 -0.1 -0.1 0.1 0.14
H 4.2350 -0.3968 4.2922 0.3 0.0 0.0 0.14
H 3.5447 1.1013 4.8218 0.2 0.0 0.3 0.11
H 5.0758 0.7545 2.2608 -0.2 0.2 -0.3 0.10
H 5.5793 1.7530 3.5693 -0.1 -0.4 0.5 0.13
H 4.8206 4.1378 1.1500 -0.2 0.1 0.1 0.08
H 4.8733 2.4753 0.5854 -0.2 -0.2 0.0 0.07
H 5.9718 3.0077 1.8039 -0.1 0.1 0.3 0.10
H 3.6619 3.3608 4.6322 0.2 -0.4 0.1 0.09
H 3.4544 4.5475 3.4616 0.3 0.3 -0.3 0.10
H 5.1064 3.9992 3.8699 -0.1 -0.1 -0.3 0.11
H 0.7014 3.0573 3.8918 -0.1 0.2 -0.6 0.06
H 1.7161 2.2358 4.9058 0.4 -0.7 -0.2 0.08
H 0.1700 1.5279 4.4250 0.3 -0.5 -0.2 0.09
C -0.5389 -0.2420 -2.0469 0.5 0.9 -0.1 -0.03
C -1.0226 1.2176 -2.1652 -1.1 -0.7 -1.3 -0.52
C -2.5415 1.2918 -2.0443 -0.9 1.3 0.8 -0.11
O -0.3763 2.1605 -1.3483 2.9 4.0 1.7 -0.34
H -0.7396 -0.7127 -3.0093 0.1 -0.1 0.0 0.09
H -1.0111 -0.8558 -1.2799 -0.1 0.3 0.2 0.08
H 0.5354 -0.2346 -1.8626 0.0 -0.3 -0.1 0.05
H -0.9506 1.5907 -3.1868 0.9 -0.4 -0.4 0.13
H -2.9779 1.0328 -1.0797 0.4 -0.3 0.3 0.06
H -3.1515 0.7926 -2.7972 0.7 -0.6 -0.2 0.01
H -2.8042 2.3350 -2.2199 -0.1 0.3 0.1 0.07
N -1.3048 -4.3456 -2.7184 0.4 -1.8 1.0 0.00
C -2.4823 -4.1002 -3.3048 -1.7 -1.0 -0.8 -0.15
C -3.1956 -5.3204 -3.3437 -1.7 3.1 -0.5 -0.13
C -2.5021 -6.2330 -2.6517 2.7 -2.3 1.7 -0.15
C -1.2809 -5.7058 -2.2652 0.1 2.2 -0.7 -0.07
H -0.5762 -3.6500 -2.6452 0.0 -0.4 0.2 0.11
H -2.7927 -3.0954 -3.5507 0.1 -0.1 -0.3 0.09
H -4.2170 -5.5774 -3.5826 0.0 0.8 -0.6 0.10
H -2.8924 -7.2168 -2.4366 0.4 -0.1 0.0 0.11
H -0.3890 -6.0266 -1.7474 -0.3 -0.3 -0.1 0.09
N -6.8933 0.8005 -2.2332 -2.5 -0.2 0.9 0.11
C -7.8920 1.1402 -1.3436 0.3 0.5 0.5 0.03
C -9.1824 1.1021 -1.9491 1.5 -0.2 -2.0 0.06
C -8.8867 0.7945 -3.2798 -2.3 -0.7 0.6 0.00
C -7.5575 0.4213 -3.3896 3.0 0.9 0.5 0.00
H -5.9195 0.7075 -1.9816 -0.1 -0.2 -0.3 0.16
H -7.6973 1.4972 -0.3430 0.3 -0.2 0.0 0.14
H -10.1711 1.2997 -1.5619 0.3 0.1 0.3 0.14
H -9.6270 0.6885 -4.0591 0.1 0.0 -0.1 0.14
H -6.8916 0.0110 -4.1343 -0.7 -0.1 -0.6 0.12
C -5.0078 2.6189 -6.5336 -0.6 0.5 0.1 -1.51
Br -6.9119 2.1318 -6.4483 0.7 -0.3 -0.1 0.57
Br -3.8902 1.5033 -5.3437 -0.6 0.7 -0.5 0.58
Br -4.9893 4.5547 -6.2270 0.6 -0.8 0.1 0.58
H -4.6464 2.4452 -7.5472 -0.2 0.0 0.3 -0.01
C 4.2299 -6.2820 0.6447 0.2 -0.7 0.6 -0.05
C 4.1402 -5.8748 -0.6706 -0.3 0.2 1.2 -0.06
C 3.2949 -4.8228 -0.9339 0.0 0.4 -2.5 -0.05
C 2.4661 -4.1973 -0.0265 1.2 -0.9 1.2 -0.16
C 2.6815 -4.5733 1.3178 -1.0 -0.4 0.3 0.00
C 3.5064 -5.6647 1.6715 -0.4 0.8 -1.7 -0.03
N 1.3821 -3.2881 -0.4609 -2.3 -1.0 4.1 -0.30
O 0.3457 -3.2717 0.3211 3.2 0.2 -2.5 0.03
O 1.4854 -2.6505 -1.4630 0.1 0.4 -1.0 0.07
H 4.8592 -7.1289 0.8752 0.0 -0.2 0.1 0.12
H 4.6137 -6.4079 -1.4818 0.3 0.2 0.1 0.12
H 3.3652 -4.5600 -1.9791 -0.9 0.5 -0.2 0.12
H 2.1094 -4.0958 2.0994 -0.2 0.0 0.0 0.11
H 3.4687 -6.1326 2.6442 0.2 0.5 0.2 0.12
C 5.1285 -2.2115 -0.1235 1.0 0.1 -0.4 -0.02
C 5.2629 -1.9587 -1.5061 -0.8 -0.7 1.0 -0.02
C 4.6369 -0.8720 -2.0523 0.0 1.6 -1.0 0.01
C 3.9471 0.0314 -1.2402 -0.6 -0.5 -0.3 -0.10
C 3.8148 -0.2748 0.1029 -0.1 2.2 0.8 -0.02
C 4.4732 -1.3227 0.7153 -0.3 -0.3 -1.1 -0.04
N 3.2504 1.2084 -1.8989 1.0 -0.8 -4.7 -0.23
O 3.3298 1.3458 -3.1534 0.2 -0.8 3.8 0.11
O 2.5805 2.0281 -1.2681 -0.7 1.5 2.0 -0.15
H 5.6756 -3.0470 0.2875 -0.1 -0.2 0.1 0.13
H 5.7368 -2.6991 -2.1336 0.3 0.2 0.0 0.13
H 4.7379 -0.5776 -3.0865 0.0 -0.5 -0.2 0.13
H 3.3853 0.4902 0.7327 -0.5 -0.1 0.1 0.08
H 4.4399 -1.4242 1.7901 0.0 -0.2 -0.1 0.11
C -4.9063 2.0816 2.6044 0.0 -0.7 1.5 -0.04
C -4.1884 2.4844 3.7888 0.1 0.8 -1.7 -0.01
C -2.9778 3.1700 3.6460 0.1 0.3 -2.0 0.03
C -2.4977 3.3274 2.2962 -1.2 0.2 -0.3 -0.10
C -3.2333 2.8647 1.1772 0.7 -0.3 -0.2 0.01
C -4.4745 2.2111 1.3027 1.6 1.0 1.6 -0.05
N -1.3074 4.1925 1.9708 1.5 0.8 2.8 -0.24
O -0.8419 4.1061 0.8019 0.4 0.4 -0.5 -0.15
O -0.7782 4.8958 2.8642 -1.8 -2.2 -3.0 0.12
H -5.8273 1.5278 2.7109 -0.2 0.2 0.5 0.11
H -4.6584 2.4341 4.7599 0.0 -0.3 0.0 0.12
H -2.4267 3.6756 4.4252 -0.1 -0.3 0.3 0.12
H -2.7471 2.9406 0.2158 -0.1 0.3 -0.1 0.09
H -5.1015 1.8059 0.5223 0.4 0.2 -0.3 0.09
```
Forces are in eV/Å.



No. 2
Molecular formula: C4H9NO2S
Method: DFT, ωB97M-V/def2-TZVPD

## Properties
net charge = 0
energy above the lowest of the compared OMol25 structures with the same formula, charge and spin = 182.9 kcal/mol
HOMO-LUMO gap (alpha / beta) = 7.48 / 7.97 eV
HOMO (alpha / beta) = -8.6 / -9.6 eV
strongest force on any atom = 5.380 eV/Å
LUMO (alpha / beta) = -1.16 / -1.58 eV

Geometry as XYZ:
```
17
Properties=species:S:1:pos:R:3:forces:R:3:lowdin_charge:R:1
C -0.8412 1.0893 -1.0443 3.5 0.6 -0.5 -0.06
C -1.6843 -0.8328 0.4955 5.3 0.0 0.4 -0.05
C -0.6065 0.2332 0.2337 0.6 2.6 1.3 -0.43
C 0.7563 -0.3226 0.1113 0.0 -2.1 2.6 -0.63
N 1.9048 0.4749 0.4441 2.2 1.1 -0.9 -0.43
O 3.0373 0.1115 0.0530 -0.9 -0.5 0.2 -0.03
O 1.7905 1.5525 0.9862 -1.1 0.1 0.5 0.07
S 1.0624 -1.6585 -0.9226 0.9 0.3 -0.6 0.86
H -0.5778 0.6359 -2.0101 -0.5 -0.6 0.4 0.08
H -0.2139 2.0496 -1.1389 -0.7 -1.3 0.9 0.11
H -1.8085 1.3837 -1.0101 -3.2 1.0 -0.3 0.03
H -2.5526 -0.3967 0.4354 -5.0 2.0 -0.4 0.03
H -1.5359 -1.6067 -0.1755 -0.3 -1.5 -1.7 0.04
H -1.5264 -1.2770 1.4395 0.1 -0.3 1.4 0.07
H -0.5613 1.0176 1.1215 -0.2 -1.7 -1.7 0.18
H 0.9673 -1.2341 1.8930 -0.2 1.0 -1.3 0.21
H 2.3899 -1.2199 -0.9116 -0.6 -0.6 -0.2 -0.05
```
Forces are in eV/Å.